(1)
{
  "formula": "C33H47BGeHgN11O2Si3",
  "method": "ωB97M-V/def2-TZVPD",
  "species": ["Hg", "O", "C", "N", "C", "O", "C", "C", "C", "C", "C", "N", "C", "C", "C", "C", "C", "N", "H", "H", "H", "H", "H", "H", "H", "H", "C", "C", "N", "N", "C", "B", "N", "C", "C", "C", "N", "N", "C", "C", "C", "N", "N", "C", "C", "C", "N", "H", "H", "H", "H", "H", "H", "H", "H", "H", "H", "H", "H", "C", "Si", "C", "C", "Ge", "Si", "C", "C", "C", "Si", "C", "C", "C", "H", "H", "H", "H", "H", "H", "H", "H", "H", "H", "H", "H", "H", "H", "H", "H", "H", "H", "H", "H", "H", "H", "H", "H", "H", "H", "H"],
  "coordinates": [[-0.18027, 0.32865, 0.83523], [1.61339, -1.89665, 4.17063], [1.30867, -1.11605, 3.28645], [0.08100, -0.92527, 2.73009], [-1.01106, -1.55185, 3.30204], [-1.02532, -2.60858, 3.89414], [-2.30357, -0.76253, 3.20346], [-3.39886, -1.15699, 3.96035], [-4.54461, -0.38211, 3.90432], [-4.55853, 0.74903, 3.10038], [-3.42322, 1.05109, 2.36641], [-2.32495, 0.30574, 2.41612], [2.39456, -0.15277, 2.80869], [3.65348, -0.24313, 3.39183], [4.60802, 0.69938, 3.05600], [4.27429, 1.71009, 2.16487], [3.00363, 1.71311, 1.61800], [2.09414, 0.78938, 1.92262], [-3.32279, -2.04320, 4.57333], [-5.41663, -0.65164, 4.48633], [-5.43097, 1.38508, 3.03966], [-3.38141, 1.91823, 1.71658], [3.83782, -1.03714, 4.10048], [5.59650, 0.65815, 3.49525], [4.98115, 2.48227, 1.89440], [2.69325, 2.47447, 0.91300], [0.09962, 4.49197, 2.68826], [-0.15518, 3.11735, 2.74337], [-0.55224, 2.66789, 1.56341], [-0.56104, 3.72950, 0.72290], [-0.16607, 4.84013, 1.38095], [-0.86005, 3.43730, -0.76149], [-2.04875, 2.42480, -0.84953], [-3.34677, 2.70812, -1.08460], [-4.06888, 1.53507, -1.04518], [-3.11394, 0.55679, -0.75266], [-1.90934, 1.09739, -0.64110], [0.41560, 2.83292, -1.41110], [1.18200, 3.36939, -2.38151], [2.28455, 2.56132, -2.55547], [2.10136, 1.52833, -1.63000], [0.98463, 1.70607, -0.94008], [-1.24625, 4.66502, -1.58862], [-1.74403, 4.62782, -2.85234], [-1.67423, 5.89286, -3.37590], [-1.09066, 6.65538, -2.34624], [-0.82487, 5.91479, -1.28649], [0.41877, 5.14277, 3.48329], [-0.07473, 2.43049, 3.57237], [-0.12187, 5.78406, 0.86972], [-3.66826, 3.71897, -1.26682], [-5.12662, 1.40987, -1.19632], [-3.24128, -0.50204, -0.58757], [0.89987, 4.28968, -2.86547], [3.09405, 2.69644, -3.25129], [2.71802, 0.66667, -1.44144], [-2.09707, 3.70725, -3.28720], [-1.99956, 6.21862, -4.34838], [-0.85806, 7.70848, -2.33387], [-2.05871, -2.06592, -3.07759], [-0.24387, -1.59088, -2.95346], [-0.10918, 0.14038, -3.64428], [0.73173, -2.75807, -4.05988], [0.58668, -1.95729, -0.71907], [-0.70848, -3.76958, 0.18657], [-2.47156, -3.17800, 0.47173], [-0.00183, -4.55335, 1.73046], [-0.72859, -5.13795, -1.11354], [2.90333, -2.55193, -0.38037], [3.15270, -3.37566, 1.28560], [3.27068, -3.84680, -1.69641], [4.18425, -1.19108, -0.54903], [-2.31960, -2.07561, -4.14060], [-2.70200, -1.33236, -2.59206], [-2.28913, -3.05008, -2.67185], [-0.65555, 0.17169, -4.59198], [0.92263, 0.43246, -3.83736], [-0.54851, 0.87653, -2.97027], [0.36701, -2.66558, -5.08729], [0.62502, -3.80122, -3.75605], [1.79420, -2.50993, -4.06021], [-2.50634, -2.20340, 0.96141], [-3.00044, -3.88493, 1.11637], [-3.01533, -3.10265, -0.47248], [0.39648, -3.85396, 2.46250], [0.77729, -5.26723, 1.45550], [-0.79993, -5.10902, 2.23086], [-1.12265, -4.82187, -2.07970], [-1.34562, -5.96727, -0.75488], [0.27865, -5.52858, -1.27579], [2.83524, -4.41769, 1.24760], [2.61586, -2.90704, 2.10740], [4.21766, -3.35962, 1.53412], [2.54420, -4.66149, -1.67252], [4.25858, -4.27768, -1.50719], [3.27363, -3.42737, -2.70256], [3.94985, -0.30274, 0.03822], [4.34484, -0.89951, -1.58920], [5.13033, -1.58605, -0.16692]],
  "forces_ev_per_a": [[0.1, 0.1, 0.1], [0.0, 0.0, 0.0], [0.1, 0.0, -0.1], [-0.1, 0.0, 0.0], [0.1, 0.1, -0.1], [0.0, 0.0, 0.1], [0.0, 0.0, 0.0], [0.0, 0.0, 0.0], [0.0, 0.0, 0.0], [0.0, 0.0, 0.0], [0.0, 0.0, 0.0], [0.0, 0.0, 0.0], [0.0, 0.0, 0.0], [0.0, 0.0, 0.0], [0.0, 0.0, 0.0], [0.0, 0.0, 0.0], [0.0, 0.0, 0.0], [-0.1, 0.0, 0.0], [0.0, 0.0, 0.0], [0.0, 0.0, 0.0], [0.0, 0.0, 0.0], [0.0, 0.0, 0.0], [0.0, 0.0, 0.0], [0.0, 0.0, 0.0], [0.0, 0.0, 0.0], [0.0, 0.0, 0.0], [0.0, 0.0, 0.0], [-0.1, 0.0, 0.0], [0.1, 0.0, -0.1], [-0.1, 0.0, 0.1], [0.0, 0.0, 0.0], [0.0, 0.0, 0.0], [0.0, 0.0, 0.0], [0.0, 0.0, 0.0], [0.0, 0.0, 0.0], [0.0, 0.0, 0.0], [0.0, 0.0, 0.0], [-0.1, -0.1, 0.0], [0.0, 0.0, 0.0], [0.0, 0.0, 0.0], [0.0, 0.0, 0.0], [0.0, 0.0, 0.0], [0.0, 0.0, -0.1], [0.0, 0.0, 0.0], [0.0, 0.0, 0.0], [0.0, 0.0, 0.0], [0.0, 0.0, 0.0], [0.0, 0.0, 0.0], [0.0, 0.0, 0.0], [0.0, 0.0, 0.0], [0.0, 0.0, 0.0], [0.0, 0.0, 0.0], [0.0, 0.0, 0.0], [0.0, 0.0, 0.0], [0.0, 0.0, 0.0], [0.0, 0.0, 0.0], [0.0, 0.0, 0.0], [0.0, 0.0, 0.0], [0.0, 0.0, 0.0], [0.0, 0.0, 0.0], [0.0, 0.0, 0.0], [0.0, 0.0, 0.0], [0.0, 0.0, 0.0], [0.0, -0.1, 0.1], [0.0, 0.0, 0.0], [0.0, 0.0, 0.0], [0.0, 0.0, 0.0], [0.0, 0.0, 0.0], [0.0, -0.1, 0.0], [0.0, 0.0, 0.0], [0.0, 0.0, 0.0], [0.0, 0.0, 0.0], [0.0, 0.0, 0.0], [0.0, 0.0, 0.0], [0.0, 0.0, 0.0], [0.0, 0.0, 0.0], [0.0, 0.0, 0.0], [0.0, 0.0, 0.0], [0.0, 0.0, 0.0], [0.0, 0.0, 0.0], [0.0, 0.0, 0.0], [0.0, 0.0, 0.0], [0.0, 0.0, 0.0], [0.0, 0.0, 0.0], [0.0, 0.0, 0.0], [0.0, 0.0, 0.0], [0.0, 0.0, 0.0], [0.0, 0.0, 0.0], [0.0, 0.0, 0.0], [0.0, 0.0, 0.0], [0.0, 0.0, 0.0], [0.0, 0.0, 0.0], [0.0, 0.0, 0.0], [0.0, 0.0, 0.0], [0.0, 0.0, 0.0], [0.0, 0.0, 0.0], [0.0, 0.0, 0.0], [0.0, 0.0, 0.0], [0.0, 0.0, 0.0]],
  "e_above_lowest_kcal_mol": 3.1,
  "s_squared": 0.7547,
  "spin_multiplicity": 2,
  "e_lumo_ev": [0.194, -1.671],
  "orbital_gap_ev": [7.5997, 6.8855]
}

***

(2)
{
  "formula": "C22H43F5NO5P",
  "method": "ωB97M-V/def2-TZVPD",
  "species": ["C", "N", "C", "P", "C", "C", "C", "C", "F", "F", "C", "F", "F", "F", "H", "H", "H", "H", "H", "H", "H", "H", "H", "H", "H", "H", "H", "C", "C", "O", "C", "H", "H", "H", "H", "H", "H", "C", "C", "O", "C", "H", "H", "H", "H", "H", "H", "C", "C", "O", "C", "H", "H", "H", "H", "H", "H", "C", "C", "O", "C", "H", "H", "H", "H", "H", "H", "C", "C", "O", "C", "H", "H", "H", "H", "H", "H"],
  "coordinates": [[6.46554, 0.73700, 1.53917], [6.66568, 1.65493, 2.66771], [5.74513, 2.77805, 2.70803], [3.94311, 2.35167, 3.01014], [3.04929, 3.05091, 1.54925], [1.53010, 2.76073, 1.48736], [0.97683, 1.80445, 2.53633], [-0.38690, 1.21870, 2.15460], [-1.38628, 1.80341, 2.88787], [-0.69534, 1.37985, 0.84435], [-0.47098, -0.28857, 2.46318], [0.41733, -0.97987, 1.70770], [-0.17211, -0.49878, 3.76998], [-1.70074, -0.77039, 2.23121], [5.54465, 0.92761, 0.99458], [6.46543, -0.29019, 1.88571], [7.29181, 0.82834, 0.83994], [6.57703, 1.13202, 3.52564], [6.03856, 3.39534, 3.54870], [5.84735, 3.37425, 1.80485], [3.94611, 0.97664, 2.68761], [3.22426, 4.12035, 1.54874], [3.50947, 2.67349, 0.63864], [1.01118, 3.70624, 1.61299], [1.29399, 2.44514, 0.48006], [1.63649, 0.97796, 2.76509], [0.79570, 2.35765, 3.44873], [-3.69912, -1.28470, 4.56436], [-4.18297, -1.76268, 5.91185], [-5.18410, -1.31811, 6.42052], [-3.35611, -2.82751, 6.59143], [-4.37804, -0.52401, 4.18556], [-2.70139, -0.85858, 4.65742], [-3.66398, -2.11882, 3.86136], [-2.34229, -2.46209, 6.76188], [-3.30773, -3.72059, 5.96570], [-3.80891, -3.08361, 7.54611], [-6.16243, -4.99865, 1.10749], [-5.59498, -5.20198, 2.49190], [-4.67139, -5.95254, 2.69374], [-6.23601, -4.41855, 3.61183], [-5.61629, -5.61394, 0.39702], [-7.21652, -5.27945, 1.09037], [-6.07435, -3.95055, 0.81739], [-7.29251, -4.67584, 3.69627], [-6.14517, -3.34829, 3.41760], [-5.73793, -4.65464, 4.54937], [1.76705, 2.79159, -3.37216], [2.67308, 1.58823, -3.40452], [3.86482, 1.68502, -3.58833], [2.01374, 0.24558, -3.19991], [2.35287, 3.69392, -3.53052], [1.01458, 2.71984, -4.15269], [1.27053, 2.85369, -2.40080], [1.26894, 0.06841, -3.97674], [1.52123, 0.21263, -2.22625], [2.76481, -0.53987, -3.24486], [2.23217, -2.44330, -6.88783], [1.86572, -2.80400, -5.46905], [0.85589, -2.39106, -4.95106], [2.82476, -3.70121, -4.72552], [1.46642, -1.79625, -7.30826], [3.19102, -1.92284, -6.90470], [2.31220, -3.34639, -7.49470], [3.80592, -3.22780, -4.66249], [2.92774, -4.65345, -5.24783], [2.44911, -3.88244, -3.72151], [-2.71850, 5.18888, -4.76942], [-1.80592, 3.98866, -4.82112], [-0.61845, 4.10479, -5.01242], [-2.44563, 2.63606, -4.62062], [-2.13807, 6.09441, -4.92658], [-3.48097, 5.11157, -5.54577], [-3.21182, 5.24212, -3.79776], [-3.19774, 2.46058, -5.39096], [-2.92838, 2.59228, -3.64318], [-1.68761, 1.85854, -4.67972]],
  "forces_ev_per_a": [[0.5, 0.2, 0.1], [-0.3, -0.3, -0.2], [0.0, -0.3, 0.0], [-0.3, 0.3, 0.8], [0.1, -0.7, -0.3], [0.3, 0.6, 0.1], [-0.6, 0.1, -0.4], [0.1, 0.0, 0.4], [0.2, -0.1, -0.3], [-0.1, -0.1, 0.1], [0.1, -0.5, 0.1], [-0.6, 0.4, 0.5], [-0.2, 0.0, -0.7], [0.6, 0.1, 0.0], [-0.2, 0.0, 0.0], [-0.1, -0.2, 0.0], [0.1, 0.1, -0.2], [0.1, 0.0, 0.2], [0.0, 0.3, 0.1], [0.0, 0.1, -0.2], [0.2, 0.0, -0.3], [0.0, 0.2, 0.1], [0.1, 0.0, -0.1], [-0.2, 0.1, 0.0], [-0.1, -0.3, -0.1], [0.3, -0.1, 0.0], [0.1, -0.1, 0.3], [-0.3, 0.1, 0.1], [0.0, 0.0, 0.0], [-0.1, 0.0, 0.0], [-0.1, 0.0, 0.1], [0.0, 0.0, 0.0], [0.1, -0.1, 0.0], [0.2, 0.0, 0.0], [0.0, -0.1, -0.1], [0.1, 0.0, 0.0], [0.0, 0.0, 0.0], [0.1, -0.1, 0.0], [-0.1, 0.0, 0.0], [0.1, 0.0, 0.0], [0.2, -0.1, 0.1], [0.0, 0.0, 0.0], [0.0, 0.1, 0.0], [-0.1, 0.0, 0.0], [0.0, 0.1, -0.1], [-0.2, 0.0, 0.0], [0.0, 0.0, 0.0], [0.4, 0.0, 0.1], [-0.1, 0.0, 0.1], [0.1, 0.0, 0.0], [0.2, 0.0, 0.0], [0.0, 0.0, 0.0], [-0.2, 0.0, 0.0], [-0.1, 0.0, -0.1], [-0.1, 0.0, 0.1], [-0.1, 0.0, 0.0], [0.0, 0.0, 0.0], [-0.2, 0.1, 0.0], [0.1, 0.0, 0.0], [-0.1, 0.0, 0.0], [-0.1, 0.0, 0.1], [0.0, 0.0, 0.0], [0.1, -0.1, 0.0], [0.1, 0.0, 0.0], [0.0, -0.1, -0.1], [0.1, 0.0, 0.0], [0.0, 0.0, 0.0], [0.2, 0.1, 0.0], [-0.1, 0.0, 0.0], [0.0, 0.0, -0.1], [0.2, 0.0, 0.0], [0.0, 0.0, 0.0], [-0.1, 0.0, 0.1], [-0.1, 0.0, 0.0], [-0.1, 0.0, 0.1], [-0.1, 0.0, 0.0], [0.0, 0.0, 0.0]],
  "e_lumo_ev": 0.439,
  "smiles": "CNCPCCCC(F)(F)C(F)(F)F.CC(C)=O.CC(C)=O.CC(C)=O.CC(C)=O.CC(C)=O",
  "orbital_gap_ev": 8.8803
}

***

Number 1: electronic energy -5162.37353 Eh. Number 2: electronic energy -2135.67215 Eh.